No. 1
# C29H35N4OSTeTi

A molecular structure, C29H35N4OSTeTi in a non-equilibrium geometry (the ωB97M-V functional and the def2-TZVPD basis, the OMol25 dataset).

Results
Total charge ... +1
2S+1 ... 1
HOMO-LUMO gap ... 0.180 hartree

Each line ends with the Löwdin charge.
Cartesian coordinates (Å):
C 4.12 0.88 2.63  -0.791
H 3.19 5.36 2.23  0.093
O -1.25 1.39 -0.49  -0.197
C 2.55 8.32 0.60  -0.051
H 0.58 -3.93 0.36  0.053
H 2.94 8.66 -1.56  0.132
C 3.42 6.67 -0.92  -0.033
C 3.81 3.16 -0.39  -0.123
H -3.78 -1.89 -0.44  0.070
C 3.45 5.76 0.14  -0.244
H 0.08 4.49 -0.68  0.056
H -3.20 -0.73 2.53  0.031
H 1.49 0.00 -1.69  0.066
H -1.59 3.97 -0.34  0.088
C -2.86 -2.86 2.59  -0.301
H 3.14 -0.60 -0.11  0.127
H -4.62 -1.50 -1.99  0.084
H 5.75 -0.17 3.35  0.133
C -0.28 2.26 -0.56  -0.550
H 2.09 -1.42 -2.60  0.085
H -2.51 -2.37 -6.12  0.084
H 3.68 6.29 -1.91  0.128
C -0.67 3.74 -0.92  -0.003
C -0.06 -1.33 -2.42  -0.297
C -1.87 -2.89 1.55  -0.352
H -3.59 -1.84 -4.02  0.122
C -3.76 -1.27 -1.36  -0.071
C -2.06 -5.30 1.55  -0.025
C -2.55 -1.41 -2.20  -0.305
H -3.13 -7.31 3.35  0.088
H 2.11 -0.65 1.20  0.087
C 2.97 7.94 -0.69  -0.073
H -4.26 -1.70 3.62  0.070
C -3.25 -1.55 3.25  -0.081
C -3.81 -6.54 2.93  -0.051
H -0.66 -2.33 -6.17  0.085
H 4.77 -0.44 1.19  0.176
C -1.49 -1.62 -4.38  -0.273
H -2.66 -1.26 4.13  0.089
H -1.67 -0.81 -6.38  0.103
H -4.29 -3.92 3.71  0.110
C 2.57 7.42 1.70  -0.048
H -0.53 -3.88 -0.93  0.060
H -4.37 -6.97 2.06  0.092
H -0.98 3.81 -1.98  0.088
H 1.52 -1.66 -0.95  0.014
H 0.62 -1.35 -4.44  0.112
H 2.21 9.36 0.70  0.114
C -3.09 -5.28 2.50  -0.246
H -1.73 -6.24 1.13  0.110
H 2.16 7.70 2.68  0.113
N 3.98 0.11 1.52  -0.064
N 2.80 -0.07 0.71  -0.002
N 0.99 2.06 -0.26  -0.045
C -1.46 -4.15 1.07  -0.317
N 5.20 0.68 3.42  0.159
S 2.98 2.09 2.93  0.770
Te -1.02 -1.07 0.54  1.438
C -2.63 -1.62 -3.57  -0.006
C -0.36 -4.34 0.04  -0.079
H -3.83 -0.23 -1.01  0.087
H -4.51 -6.27 3.70  0.064
C -1.59 -1.81 -5.86  -0.055
H 5.33 1.31 4.19  0.119
C 1.33 -1.10 -1.87  -0.111
C 3.64 4.37 -0.07  -0.120
C -0.24 -1.45 -3.80  -0.025
C 3.06 6.12 1.48  -0.016
C -1.26 -1.37 -1.63  -0.342
H -0.23 -5.41 -0.10  0.071
C -3.47 -4.03 3.01  -0.020
Ti 2.61 1.99 0.51  0.744

***

No. 2
# C4H11NO

2 unconnected molecules or ions with the total composition C4H11NO in a non-equilibrium geometry (the ωB97M-V functional and the def2-TZVPD basis, the OMol25 dataset).

Results
Total charge ... +1
2S+1 ... 2
HOMO-LUMO gap (spin up / spin down) ... 0.389 / 0.204 hartree
Energy above the lowest of the compared OMol25 structures with the same formula, charge and spin ... 166.2 kJ/mol

Each line ends with the Mulliken spin population.
Cartesian coordinates (Å):
H 1.97 -0.05 -0.99  0.000
H 1.61 -3.13 -0.49  0.000
O -1.98 0.60 -0.90  0.886
C -1.48 1.16 0.09  -0.014
H 0.04 2.16 0.95  0.000
H 0.87 -0.67 0.18  0.000
N -0.31 1.73 0.11  0.030
H -2.59 2.32 1.44  0.001
H 2.22 -2.42 -1.96  0.000
H 0.29 1.85 -0.71  0.003
C -2.23 1.28 1.41  0.081
H -3.15 0.70 1.45  0.003
H 2.62 -0.97 0.26  0.000
H -1.72 0.98 2.32  0.009
C 1.53 -2.25 -1.12  0.000
H 0.57 -2.34 -1.64  0.000
C 1.75 -0.95 -0.41  0.000

***

Number 1: electronic energy -79882.995 eV, molar mass 663.2 g mol⁻¹. Number 2: electronic energy -7854.619 eV, molar mass 89.1 g mol⁻¹.